i) {
  "formula": "C3H8S2",
  "method": "the ωB97M-V functional and the def2-TZVPD basis",
  "spin_multiplicity": 1,
  "smiles": "CCCSS",
  "homo_ha": -0.337,
  "gap_ev": 9.5,
  "elements": ["C", "C", "C", "S", "S", "H", "H", "H", "H", "H", "H", "H", "H"],
  "coordinates": [[-1.04, -0.14, -0.17], [-1.43, 1.25, 0.18], [0.49, -0.26, -0.49], [1.03, -1.96, -0.08], [3.18, -1.63, 0.12], [-1.19, -0.88, 0.62], [-1.59, -0.34, -1.09], [-0.84, 1.59, 1.06], [-2.50, 1.39, 0.30], [-1.04, 1.93, -0.59], [0.76, -0.04, -1.52], [0.99, 0.41, 0.22], [3.17, -1.30, 1.44]]
}

ii) {
  "formula": "C3H8S2",
  "method": "the ωB97M-V functional and the def2-TZVPD basis",
  "spin_multiplicity": 1,
  "smiles": "CCSSC",
  "homo_ha": -0.320,
  "gap_ev": 9.6,
  "elements": ["C", "C", "S", "S", "C", "H", "H", "H", "H", "H", "H", "H", "H"],
  "coordinates": [[0.84, -0.15, -1.25], [-0.50, 0.51, -1.56], [-1.62, 0.80, -0.19], [-1.41, -0.70, 1.15], [-0.06, -0.25, 2.26], [0.68, -1.17, -0.90], [1.30, 0.32, -0.37], [1.47, -0.04, -2.12], [-0.25, 1.42, -2.11], [-1.09, -0.17, -2.18], [-0.11, 0.80, 2.53], [-0.10, -1.00, 3.04], [0.86, -0.38, 1.70]]
}

iii) {
  "formula": "C3H8S2",
  "method": "the ωB97M-V functional and the def2-TZVPD basis",
  "spin_multiplicity": 1,
  "smiles": "C=C.CSS",
  "homo_ha": -0.327,
  "gap_ev": 9.4,
  "elements": ["C", "C", "H", "H", "H", "H", "C", "S", "S", "H", "H", "H", "H"],
  "coordinates": [[-1.65, -0.14, -1.50], [-2.13, 1.04, -1.19], [-1.03, -0.74, -0.83], [-1.77, -0.68, -2.44], [-1.67, 1.61, -0.36], [-2.94, 1.45, -1.69], [1.67, -0.90, 2.01], [2.10, -0.95, 0.19], [1.89, 1.06, -0.28], [0.87, -1.62, 2.29], [1.31, 0.06, 2.18], [2.53, -0.97, 2.64], [0.82, 0.79, -1.02]]
}

Most stable to least stable, the ends of the list are ii) and iii).

i) {
  "formula": "C5H4OS2",
  "method": "the ωB97M-V functional and the def2-TZVPD basis",
  "spin_multiplicity": 1,
  "homo_ha": -0.335,
  "gap_ev": 8.4,
  "elements": ["C", "C", "C", "C", "C", "H", "H", "H", "H", "O", "S", "S"],
  "coordinates": [[-0.63, 0.48, -0.74], [0.35, -0.53, -0.72], [-1.67, -0.27, 0.14], [1.26, -0.56, 0.46], [1.83, -0.52, 1.62], [0.84, 1.94, 0.24], [-0.95, 0.65, -1.72], [0.81, -0.76, -1.76], [2.16, -0.50, 2.84], [0.01, 1.93, -0.62], [-0.95, -1.92, -0.50], [-3.06, 0.05, 0.77]]
}

ii) {
  "formula": "C5H4OS2",
  "method": "the ωB97M-V functional and the def2-TZVPD basis",
  "spin_multiplicity": 1,
  "smiles": "C=CC(=O)C(=S)C=S",
  "homo_ha": -0.332,
  "gap_ev": 7.2,
  "elements": ["C", "C", "C", "C", "C", "H", "H", "H", "H", "O", "S", "S"],
  "coordinates": [[-1.79, 1.05, -0.99], [-0.47, 0.64, -1.14], [-0.31, -0.35, -0.02], [1.15, -0.69, 0.22], [1.62, -0.66, 1.64], [-2.21, 1.69, -1.81], [-2.38, 0.67, -0.26], [0.30, 0.95, -1.87], [2.27, -1.63, 1.89], [-1.16, -0.93, 0.69], [1.97, -1.14, -1.04], [1.00, 0.40, 2.69]]
}

Most stable to least stable, the ends of the list are ii) and i).

i) {
  "formula": "CH3FOS",
  "method": "the ωB97M-V functional and the def2-TZVPD basis",
  "spin_multiplicity": 1,
  "smiles": "O[C@@H](F)S",
  "homo_ha": -0.346,
  "gap_ev": 10.1,
  "elements": ["C", "O", "F", "S", "H", "H", "H"],
  "coordinates": [[-0.38, 0.42, -0.09], [0.08, 1.28, -0.94], [-1.46, -0.40, -0.54], [1.11, -1.11, 0.02], [-0.55, 0.85, 0.86], [0.22, 0.73, -1.74], [0.62, -1.66, -1.15]]
}

ii) {
  "formula": "CH3FOS",
  "method": "the ωB97M-V functional and the def2-TZVPD basis",
  "spin_multiplicity": 1,
  "homo_ha": [-0.362, -0.294],
  "gap_ev": [10.3, 6.3],
  "elements": ["C", "O", "F", "S", "H", "H", "H"],
  "coordinates": [[-1.57, 0.41, 0.50], [0.95, -0.56, -0.93], [-2.62, 0.14, -0.29], [2.33, -1.07, -0.59], [-0.60, 0.37, 0.04], [-1.79, 0.83, 1.45], [3.29, -0.11, -0.17]]
}

Most stable to least stable, the ends of the list are i) and ii).

i) {
  "formula": "CH3FOS",
  "method": "the ωB97M-V functional and the def2-TZVPD basis",
  "spin_multiplicity": 1,
  "homo_ha": -0.381,
  "gap_ev": 11.0,
  "elements": ["C", "O", "F", "S", "H", "H", "H"],
  "coordinates": [[-0.70, 0.00, 0.00], [1.61, 0.88, -1.05], [1.26, -1.19, 0.56], [1.06, 0.46, 0.23], [-1.32, 0.88, -0.04], [-0.91, -0.29, 1.02], [-1.00, -0.74, -0.72]]
}

ii) {
  "formula": "CH3FOS",
  "method": "the ωB97M-V functional and the def2-TZVPD basis",
  "spin_multiplicity": 1,
  "homo_ha": -0.400,
  "gap_ev": 9.5,
  "elements": ["C", "O", "F", "S", "H", "H", "H"],
  "coordinates": [[0.42, -0.46, 0.25], [-1.48, -0.04, -1.48], [0.20, 1.84, 0.41], [-1.13, 0.50, -0.17], [0.26, -1.63, 0.05], [0.44, -0.19, 1.25], [1.29, -0.02, -0.31]]
}

Most stable to least stable, the ends of the list are i) and ii).

i) {
  "formula": "CH3FOS",
  "method": "the ωB97M-V functional and the def2-TZVPD basis",
  "spin_multiplicity": 1,
  "homo_ha": [-0.403, -0.413],
  "gap_ev": [6.9, 7.2],
  "elements": ["C", "O", "F", "S", "H", "H", "H"],
  "coordinates": [[0.06, 0.31, -0.09], [1.08, -0.42, 0.45], [-0.96, -2.30, -1.25], [-0.09, 0.13, -1.88], [-0.92, 0.06, 0.33], [0.27, 1.37, 0.10], [0.96, -1.36, 0.22]]
}

ii) {
  "formula": "CH3FOS",
  "method": "the ωB97M-V functional and the def2-TZVPD basis",
  "spin_multiplicity": 1,
  "homo_ha": -0.388,
  "gap_ev": 9.6,
  "elements": ["C", "O", "F", "S", "H", "H", "H"],
  "coordinates": [[-0.66, -0.06, -0.23], [1.32, -1.50, 0.15], [2.98, 0.51, -0.06], [-0.12, -1.58, -0.04], [-1.72, 0.05, -0.24], [2.47, -0.33, -0.05], [0.02, 0.73, -0.47]]
}

Most stable to least stable, the ends of the list are ii) and i).

i) {
  "formula": "C36H22BrCl5N4O4Re",
  "method": "the ωB97M-V functional and the def2-TZVPD basis",
  "s_squared": 3.7721,
  "spin_multiplicity": 4,
  "homo_ha": [-0.288, -0.292],
  "gap_ev": [7.3, 7.0],
  "elements": ["Re", "O", "C", "C", "C", "C", "C", "C", "C", "N", "N", "C", "O", "C", "C", "C", "C", "C", "C", "H", "H", "H", "H", "H", "H", "H", "H", "H", "H", "N", "C", "C", "C", "C", "C", "C", "C", "C", "N", "C", "H", "H", "H", "H", "H", "H", "H", "H", "Br", "C", "C", "C", "C", "C", "C", "C", "O", "O", "H", "H", "H", "H", "Cl", "C", "C", "C", "Cl", "C", "Cl", "C", "Cl", "C", "Cl"],
  "coordinates": [[0.45, -0.06, -0.40], [0.59, 0.63, -2.25], [-0.37, 1.39, -2.78], [0.00, 2.53, -3.50], [-0.96, 3.35, -4.06], [-2.32, 3.05, -3.94], [-2.69, 1.90, -3.29], [-1.74, 1.07, -2.69], [-2.12, -0.23, -2.18], [-1.33, -0.87, -1.40], [-1.48, -2.26, -1.33], [-0.33, -2.76, -1.01], [0.73, -2.03, -0.74], [-0.16, -4.23, -0.91], [1.11, -4.77, -0.76], [1.27, -6.15, -0.66], [0.16, -6.98, -0.71], [-1.11, -6.44, -0.86], [-1.28, -5.07, -0.97], [1.06, 2.75, -3.60], [-0.65, 4.24, -4.59], [-3.06, 3.71, -4.38], [-3.74, 1.63, -3.22], [-2.99, -0.74, -2.58], [1.96, -4.11, -0.72], [2.26, -6.56, -0.54], [0.28, -8.05, -0.62], [-1.98, -7.09, -0.90], [-2.26, -4.63, -1.10], [2.08, 1.33, 2.06], [1.64, 0.55, 3.11], [2.30, 0.58, 4.32], [1.90, -0.17, 5.43], [0.78, -0.95, 5.34], [0.09, -1.03, 4.12], [-1.08, -1.83, 4.03], [-1.73, -1.94, 2.85], [-1.18, -1.30, 1.73], [-0.08, -0.57, 1.74], [0.54, -0.34, 2.96], [2.89, 1.89, 2.29], [1.38, 1.91, 1.59], [3.16, 1.24, 4.42], [2.45, -0.10, 6.36], [0.40, -1.50, 6.19], [-1.42, -2.35, 4.92], [-2.63, -2.52, 2.73], [-1.67, -1.43, 0.79], [-3.59, 1.30, 0.63], [-3.21, 3.01, -0.08], [-4.29, 3.74, -0.57], [-4.08, 5.01, -1.09], [-2.80, 5.55, -1.11], [-1.74, 4.82, -0.59], [-1.93, 3.54, -0.09], [-0.71, 2.81, 0.41], [0.09, 3.36, 1.14], [-0.62, 1.61, -0.07], [-5.28, 3.32, -0.54], [-4.91, 5.57, -1.48], [-2.63, 6.54, -1.51], [-0.74, 5.23, -0.58], [2.68, -2.21, 1.32], [3.36, -1.02, 0.24], [2.58, 0.04, -0.23], [3.29, 1.09, -0.81], [2.51, 2.62, -1.04], [4.66, 1.02, -1.08], [5.47, 2.34, -1.85], [5.37, -0.11, -0.73], [7.05, -0.24, -1.10], [4.73, -1.13, -0.02], [5.63, -2.49, 0.52]]
}

ii) {
  "formula": "C36H22BrCl5N4O4Re",
  "method": "the ωB97M-V functional and the def2-TZVPD basis",
  "s_squared": 3.8066,
  "spin_multiplicity": 4,
  "homo_ha": [-0.253, -0.261],
  "gap_ev": [5.8, 5.8],
  "elements": ["Re", "O", "C", "C", "C", "C", "C", "C", "C", "N", "N", "C", "O", "C", "C", "C", "C", "C", "C", "H", "H", "H", "H", "H", "H", "H", "H", "H", "H", "N", "C", "C", "C", "C", "C", "C", "C", "C", "N", "C", "H", "H", "H", "H", "H", "H", "H", "H", "Br", "C", "C", "C", "C", "C", "C", "C", "O", "O", "H", "H", "H", "H", "Cl", "C", "C", "C", "Cl", "C", "Cl", "C", "Cl", "C", "Cl"],
  "coordinates": [[-0.21, -0.37, 0.51], [-3.28, 1.43, 0.58], [-3.04, 2.36, -0.19], [-4.11, 2.92, -1.04], [-3.91, 4.00, -1.81], [-2.63, 4.69, -1.83], [-1.61, 4.25, -1.08], [-1.73, 3.05, -0.27], [-0.63, 2.74, 0.47], [-0.27, 1.59, 1.09], [0.66, 1.87, 2.13], [1.02, 0.79, 2.72], [0.63, -0.43, 2.32], [1.96, 0.87, 3.87], [2.19, -0.27, 4.64], [3.07, -0.23, 5.72], [3.73, 0.95, 6.03], [3.50, 2.09, 5.26], [2.62, 2.05, 4.19], [-5.06, 2.41, -1.01], [-4.71, 4.38, -2.43], [-2.50, 5.57, -2.46], [-0.66, 4.76, -1.10], [0.09, 3.54, 0.64], [1.67, -1.19, 4.39], [3.23, -1.12, 6.32], [4.41, 0.99, 6.86], [4.01, 3.02, 5.50], [2.42, 2.94, 3.59], [1.93, 0.07, -0.08], [2.72, -1.14, -0.02], [4.08, -1.14, -0.03], [4.81, -2.35, -0.02], [4.15, -3.54, -0.02], [2.74, -3.57, 0.03], [2.00, -4.77, 0.08], [0.65, -4.73, 0.21], [0.01, -3.48, 0.31], [0.65, -2.34, 0.21], [2.03, -2.37, 0.06], [2.44, 0.86, 0.30], [1.68, 0.27, -1.05], [4.60, -0.19, -0.06], [5.89, -2.31, -0.03], [4.70, -4.48, -0.04], [2.53, -5.72, 0.03], [0.05, -5.63, 0.28], [-1.05, -3.43, 0.50], [1.84, -1.25, -3.24], [0.60, -0.21, -4.27], [0.92, -0.15, -5.62], [0.12, 0.57, -6.49], [-1.00, 1.23, -6.02], [-1.32, 1.15, -4.68], [-0.53, 0.44, -3.77], [-1.08, 0.42, -2.35], [-2.23, 0.70, -2.15], [-0.20, 0.06, -1.44], [1.79, -0.68, -5.98], [0.38, 0.60, -7.54], [-1.63, 1.80, -6.69], [-2.20, 1.64, -4.28], [-2.17, -2.15, -1.75], [-2.95, -1.64, -0.26], [-2.20, -1.06, 0.78], [-2.92, -0.88, 1.98], [-2.16, -0.17, 3.37], [-4.27, -1.17, 2.10], [-5.12, -0.89, 3.58], [-4.98, -1.65, 1.01], [-6.68, -1.95, 1.13], [-4.31, -1.90, -0.18], [-5.19, -2.54, -1.52]]
}

Most stable to least stable, the ends of the list are i) and ii).

i) {
  "formula": "CH3N5S",
  "method": "the ωB97M-V functional and the def2-TZVPD basis",
  "spin_multiplicity": 1,
  "smiles": "N#[N+][S-].N#CNN",
  "homo_ha": -0.364,
  "gap_ev": 10.3,
  "elements": ["C", "N", "N", "N", "N", "N", "S", "H", "H", "H"],
  "coordinates": [[-0.41, 1.41, -0.83], [0.21, 2.00, -1.57], [1.44, -0.21, 1.58], [2.25, -0.80, 1.06], [-1.58, -0.62, -0.20], [-1.03, 0.72, 0.09], [3.33, -1.55, 0.34], [-0.85, -1.29, -0.07], [-1.77, -0.79, -1.18], [-1.59, 1.14, 0.78]]
}

ii) {
  "formula": "CH3N5S",
  "method": "the ωB97M-V functional and the def2-TZVPD basis",
  "spin_multiplicity": 1,
  "smiles": "N#[N+][S-].N#CNN",
  "homo_ha": -0.361,
  "gap_ev": 10.4,
  "elements": ["C", "N", "N", "N", "N", "N", "S", "H", "H", "H"],
  "coordinates": [[1.66, -0.84, 0.12], [2.83, -0.94, 0.19], [3.79, -2.98, -2.08], [2.67, -3.01, -2.08], [-0.40, 0.18, -0.79], [0.41, -0.40, 0.16], [1.15, -2.98, -2.01], [-0.03, 1.15, -0.97], [-0.43, -0.28, -1.68], [-0.17, -0.73, 0.95]]
}

Most stable to least stable, the ends of the list are ii) and i).

i) {
  "formula": "C4H5FN2",
  "method": "the ωB97M-V functional and the def2-TZVPD basis",
  "spin_multiplicity": 1,
  "smiles": "F[C@H]1C=NN=CC1",
  "homo_ha": -0.355,
  "gap_ev": 10.0,
  "elements": ["C", "C", "C", "C", "H", "H", "H", "H", "H", "N", "N", "F"],
  "coordinates": [[-1.02, 0.08, 0.36], [-0.23, 1.36, 0.52], [1.19, 1.06, -0.07], [-0.28, -1.24, 0.45], [-1.83, -0.09, 1.14], [-0.01, 1.71, 1.63], [-0.65, 2.15, -0.26], [1.93, 1.84, -0.35], [-0.67, -2.09, 0.90], [1.56, -0.16, -0.49], [0.93, -1.42, 0.08], [-1.57, 0.00, -0.86]]
}

ii) {
  "formula": "C4H5FN2",
  "method": "the ωB97M-V functional and the def2-TZVPD basis",
  "spin_multiplicity": 1,
  "smiles": "Nc1ccc(F)[nH]1",
  "homo_ha": -0.291,
  "gap_ev": 8.8,
  "elements": ["C", "C", "C", "C", "H", "H", "H", "H", "H", "N", "N", "F"],
  "coordinates": [[0.12, 0.33, 0.66], [-0.99, 0.21, -0.23], [-0.66, -0.57, -1.37], [0.54, -1.05, -1.19], [-0.29, 0.81, 2.52], [-0.15, 2.06, 1.55], [-1.86, 0.82, -0.18], [-1.32, -0.71, -2.16], [2.08, -0.44, 0.35], [0.34, 1.06, 1.83], [1.02, -0.57, 0.06], [1.17, -1.95, -1.84]]
}

Most stable to least stable, the ends of the list are ii) and i).